ORCA calculation (wB97M-V/def2-TZVPD) on a structure of composition C35H25AuBGeN4O2Se.

Results
Spin multiplicity: 4
E_HOMO (alpha / beta), eV: -10.757 / -13.311
Net charge: +2
F_max, hartree/bohr: 0.0939
ΔE to the lowest compared entry with this formula, charge and spin, kcal per mole: 22.50

Each line ends with the natural charge from an NBO analysis.
Atoms and positions in Å:
H -5.43767 2.96994 -2.31316  0.24
C -2.08644 1.66325 -0.91886  -0.38
C 0.01259 1.05017 -3.24932  -0.01
H -3.31333 0.11008 0.07222  0.22
C -2.48194 0.01639 3.32165  0.09
C -3.29477 3.21642 -2.24810  -0.12
C -4.45608 1.53853 -1.03625  -0.18
C 3.55106 -0.31945 -1.00212  0.23
C 0.93680 1.96597 -2.73688  -0.16
C 1.67698 2.83899 -3.65005  -0.03
H -1.10046 0.43954 -4.97808  0.25
B 1.34925 -0.22757 -0.29673  0.66
H 2.15366 -2.88348 1.51461  0.22
N -1.58561 -0.89224 2.92141  -0.55
H 2.60161 -5.09462 2.82307  0.26
H 0.10545 1.87845 -6.56869  0.26
C -2.12592 2.81788 -1.61920  -0.27
H -2.47468 0.95584 2.75798  0.21
C 4.86268 -0.01864 -1.24966  -0.24
C -0.27437 2.45254 1.51988  -1.08
C 1.89750 3.06803 -0.80241  -0.19
H 3.41229 4.58451 -1.30165  0.26
N -1.56495 -5.82625 5.49418  -0.64
C -1.56566 -4.72678 4.76971  0.18
Au -0.10173 -0.93327 1.17886  0.84
C 1.46210 -3.29997 2.22319  0.11
H 0.28706 2.01388 2.35486  0.25
C 0.95867 2.14970 -1.30657  -0.20
H 3.04944 4.51912 -3.68327  0.24
C 4.66626 -1.26242 -3.39695  -0.20
C -0.25344 1.01186 -4.62065  -0.14
C -3.50144 -0.19426 4.27111  -0.25
C -1.70768 -2.13169 3.47353  0.25
C 1.41436 2.69016 -5.04439  -0.04
H -4.52167 -1.73847 5.37895  0.26
C -0.66053 -3.07115 3.18875  0.16
H -5.36515 0.99423 -0.83831  0.23
O 2.72286 0.02851 0.08058  -0.68
H -0.55682 0.43445 -2.52046  0.25
N 0.29142 -2.63551 2.28825  -0.56
C 1.68944 -4.51263 2.86850  -0.26
C 3.29708 -1.52360 -3.15668  -0.23
C 0.43352 1.83174 -5.52955  -0.18
C -2.78208 -2.47159 4.32785  -0.18
H -1.29733 2.39632 1.88081  0.24
C 0.71245 -4.99118 3.74840  -0.05
H 1.96715 3.30882 -5.72932  0.24
H 0.92055 -5.90771 4.33960  0.26
Se -3.20648 -5.79789 6.42647  1.22
H -3.22798 4.08431 -2.91258  0.22
C 2.76196 -0.96843 -1.99354  0.22
H 5.46626 0.51660 -0.52453  0.24
Ge -0.30846 1.28674 -0.01189  1.14
C 2.63861 3.86901 -1.66064  -0.17
O 1.39107 -1.00367 -1.54926  -0.70
H 2.06872 3.17164 0.26478  0.24
C -0.47911 -4.27127 3.90831  -0.13
H 2.72096 -2.15017 -3.82471  0.24
H 5.19181 -1.72672 -4.21485  0.24
C -3.70128 -1.50945 4.73387  -0.05
C -2.78676 -3.80114 4.89385  0.26
N -3.67234 -4.22010 5.81705  -0.80
H 6.39299 -0.22231 -2.58656  0.23
C 5.39665 -0.53920 -2.45058  -0.19
C -3.26559 0.99952 -0.55530  -0.24
C -4.51000 2.66465 -1.90495  -0.20
H 0.05159 3.48163 1.35374  0.26
H -4.15994 0.65019 4.51828  0.26
C 2.53066 3.78901 -3.03617  -0.05
H -1.21579 3.41422 -1.69143  0.21

Atomic forces in eV per Å
H -0.641 0.368 -0.336
C 1.013 -1.895 2.550
C -0.210 -0.172 0.352
H 0.248 0.129 -0.216
C -0.112 0.300 -0.727
C -0.287 1.764 -0.092
C -0.304 0.076 -0.604
C -2.294 -0.280 -0.906
C -0.031 0.780 0.307
C -0.728 -1.160 1.318
H 0.188 -0.242 -0.010
B 2.861 -3.586 -1.502
H 0.391 -0.002 -0.048
N -1.432 -0.481 0.591
H 0.121 0.448 -0.417
H 0.383 -0.181 0.248
C 0.514 0.698 -0.985
H 0.193 -0.230 0.514
C -0.030 -0.655 -0.104
C 0.244 -0.415 1.106
C 0.209 0.204 -0.130
H -0.903 -0.606 0.107
N 0.165 0.950 -0.731
C -1.187 0.309 0.443
Au 0.388 2.482 -1.021
C -0.966 -0.303 -0.813
H 0.258 0.226 -0.286
C 1.067 -0.037 -0.934
H -0.112 -0.545 0.485
C -0.394 -0.097 1.378
C -0.194 0.454 -0.845
C -0.202 -1.080 -0.096
C -0.195 0.422 -0.242
C 0.513 0.502 0.650
H -0.261 -0.289 0.334
C 1.296 0.207 -0.524
H -0.272 0.120 0.242
O -1.286 0.423 -0.671
H 0.438 0.384 -1.023
N 0.749 -1.929 1.671
C -0.662 -0.275 1.384
C 0.321 0.516 0.564
C -0.767 -0.433 0.843
C 0.648 -1.844 0.535
H -0.216 0.564 -0.087
C 0.649 -0.096 -0.245
H 0.092 0.224 -0.206
H -0.459 0.701 -0.526
Se 0.572 0.261 -0.531
H -0.236 -0.270 0.233
C -0.694 -0.009 1.031
H 0.020 -0.037 -0.198
Ge -1.328 0.886 -0.562
C 1.160 0.544 0.729
O 1.259 1.461 1.094
H -0.157 -0.018 -0.095
C -0.433 -0.239 -0.017
H -0.125 0.182 0.011
H -0.127 0.140 -0.299
C 0.289 2.461 -0.723
C 1.597 -0.545 0.430
N -0.995 0.503 -0.025
H 1.149 -0.263 -0.632
C -0.931 0.771 0.649
C -0.430 0.613 -0.694
C 1.421 -2.015 0.911
H -0.264 -0.169 -0.068
H 0.327 -0.617 -0.015
C -0.593 -0.011 -2.053
H -0.282 -0.046 -0.473